Density functional theory data (ωB97M-V/def2-TZVPD) for a 2-piece molecular cluster, CH3N2O2S overall.

Each line ends with the Löwdin charge.
Geometry (Å):
C: 3.31612 -0.45799 -0.13045  -0.501
N: 0.35908 -0.78509 1.00691  -0.173
N: 0.90308 0.47197 0.78864  -0.756
O: 3.66915 -0.22970 0.95560  0.139
O: 3.25664 -0.78298 -1.24593  0.136
S: 0.53676 1.52478 -0.42392  0.402
H: 0.49165 -1.37818 0.30537  -0.053
H: -0.68274 -0.64988 1.10111  0.036
H: 0.05381 2.62327 0.28694  -0.230

Summary:
total charge: -1
HOMO: -2.01 eV
energy relative to the best compared isomer or geometry (same formula, charge and spin): 61.12 kcal/mol
LUMO energy: 3.8 eV
E: -18994.6469 eV
maximum force: 0.1143 hartree/bohr


Density functional theory data (ωB97M-V/def2-TZVPD) for C39H60ClCrGeN4O4P3S as an isolated structure.

Each line ends with the Löwdin charge.
Geometry (Å):
Cr: -1.07181 -1.65172 -0.41917  -0.019
C: -4.85803 -1.44250 0.61105  -0.133
C: -4.76979 -0.83145 -0.78958  -0.516
C: -5.78315 0.31802 -0.88486  -0.119
P: -3.02257 -0.39916 -1.23959  1.027
C: -2.92924 1.36781 -0.72563  -0.403
N: -1.57992 1.84473 -0.51471  -0.161
Ge: 0.02338 0.62244 -0.34063  1.000
N: 0.48378 0.85927 1.50883  -0.142
C: 0.54568 -0.31482 2.36662  -0.366
P: -0.80406 -1.53049 2.02694  0.989
C: -2.12308 -0.88652 3.16419  -0.515
C: -2.57592 0.48601 2.66689  -0.125
C: -1.77860 -0.76980 4.65161  -0.109
C: -0.20073 -3.09964 2.81412  -0.536
C: 0.95950 -2.91630 3.79765  -0.103
C: -1.32434 -3.93247 3.44497  -0.142
C: 1.40876 1.84406 1.78929  -0.238
C: 2.08972 1.97800 3.01080  -0.038
C: 3.07912 2.93794 3.17672  -0.100
C: 3.45434 3.76632 2.12997  -0.099
C: 2.76470 3.67079 0.92616  -0.031
C: 1.73069 2.77253 0.78641  -0.158
N: 0.88937 2.74199 -0.41333  -0.041
C: -0.16248 3.73553 -0.34326  -0.162
C: 0.06006 5.07947 -0.14904  -0.042
C: -0.99927 5.98220 -0.17559  -0.105
C: -2.27870 5.49381 -0.39572  -0.105
C: -2.51540 4.13146 -0.53236  -0.026
C: -1.45393 3.20516 -0.47923  -0.229
C: 1.67225 2.77495 -1.63416  -0.172
C: 1.90485 3.89290 -2.40284  -0.030
C: 2.76203 3.81634 -3.49800  -0.109
C: 3.36435 2.60180 -3.78750  -0.104
C: 3.09075 1.46227 -3.04040  -0.018
C: 2.21093 1.51398 -1.94469  -0.241
N: 1.82827 0.46195 -1.14049  -0.121
C: 2.29550 -0.87385 -1.55836  -0.306
P: 2.38941 -2.00076 -0.11581  0.913
C: 2.88904 -3.65971 -0.76712  -0.486
C: 2.88220 -3.78602 -2.29099  -0.098
C: 2.02613 -4.75183 -0.12559  -0.116
C: 4.26394 -1.47165 0.44438  -0.472
C: 4.24815 -0.08384 1.06450  -0.132
C: 5.33311 -1.55881 -0.64124  -0.132
C: -3.00543 -0.22491 -3.09070  -0.515
C: -4.31832 0.19326 -3.74897  -0.115
C: -1.88955 0.72101 -3.54646  -0.108
H: -5.86666 -1.83322 0.77311  0.080
H: -4.67149 -0.67955 1.37108  0.057
H: -4.14471 -2.25706 0.74795  -0.008
H: -5.02970 -1.60854 -1.51514  0.111
H: -5.65464 1.00617 -0.04760  0.071
H: -6.79383 -0.09301 -0.81158  0.081
H: -5.72686 0.89605 -1.80413  0.046
H: -3.53951 1.49391 0.17653  0.076
H: -3.43530 1.93580 -1.51665  0.078
H: 0.46361 -0.03061 3.41588  0.062
H: 1.49372 -0.84450 2.23576  0.051
H: -2.95034 -1.59433 3.04637  0.098
H: -1.85467 1.25705 2.94864  0.085
H: -3.54989 0.75031 3.08909  0.085
H: -2.64863 0.51586 1.58583  0.017
H: -0.95869 -0.06831 4.81782  0.067
H: -1.51101 -1.71484 5.11741  0.048
H: -2.64632 -0.37255 5.18772  0.080
H: 0.16673 -3.65336 1.94942  0.048
H: 0.75011 -2.16954 4.56752  0.067
H: 1.87938 -2.63222 3.28502  0.063
H: 1.14375 -3.86696 4.30665  0.078
H: -1.65723 -3.53351 4.40311  0.056
H: -0.94624 -4.94250 3.62381  0.082
H: -2.19043 -4.02390 2.78925  0.012
H: 1.86133 1.31404 3.83169  0.096
H: 3.57739 3.01864 4.13577  0.097
H: 4.26248 4.47679 2.24158  0.092
H: 3.05031 4.28608 0.08049  0.115
H: 1.06403 5.43542 0.04510  0.107
H: -0.82060 7.03751 -0.01927  0.091
H: -3.11712 6.17897 -0.44444  0.095
H: -3.53024 3.78396 -0.65723  0.089
H: 1.42242 4.83038 -2.16076  0.102
H: 2.95845 4.69568 -4.09649  0.090
H: 4.05051 2.52597 -4.62312  0.096
H: 3.54981 0.52847 -3.32517  0.093
H: 3.27295 -0.81173 -2.02152  0.050
H: 1.61153 -1.31731 -2.28201  0.072
H: 3.91323 -3.79747 -0.41970  0.079
H: 1.89638 -3.60815 -2.71914  0.042
H: 3.17488 -4.80096 -2.57873  0.079
H: 3.58382 -3.09304 -2.76147  0.069
H: 0.96954 -4.61385 -0.36327  0.042
H: 2.12034 -4.74602 0.96379  0.067
H: 2.33644 -5.73741 -0.48873  0.074
H: 4.45067 -2.22222 1.22128  0.086
H: 4.08346 0.68610 0.30489  0.071
H: 5.19816 0.14518 1.56353  0.075
H: 3.45361 0.02410 1.80265  0.041
H: 5.17369 -0.80575 -1.41686  0.062
H: 5.37964 -2.53611 -1.12393  0.056
H: 6.32722 -1.35728 -0.21939  0.071
H: -2.76216 -1.22997 -3.43087  0.072
H: -4.58802 1.22651 -3.51227  0.068
H: -5.15574 -0.45497 -3.48757  0.067
H: -4.18548 0.13668 -4.83291  0.081
H: -2.12735 1.76409 -3.31936  0.076
H: -1.77163 0.63029 -4.62942  0.088
H: -0.92800 0.48369 -3.09788  0.042
O: -0.52930 -1.76691 -2.46838  -0.600
Cl: -0.82282 -3.28486 -2.67159  0.814
O: -2.28925 -3.37990 -2.80686  -0.503
O: -0.19939 -3.70121 -3.91625  -0.437
O: 0.77101 -2.17488 0.11320  -0.675
S: -2.01301 -3.79500 0.20258  0.223

Summary:
total charge: -1
HOMO (alpha / beta): -2.89 / -4.60 eV
energy relative to the best compared isomer or geometry (same formula, charge and spin): 0.00 kcal/mol
LUMO energy (alpha / beta): 2.5 / 1.6 eV
E: -191726.5045 eV
expectation value of S²: 8.845
maximum force: 0.0258 hartree/bohr
multiplicity: 6


Density functional theory data (ωB97M-V/def2-TZVPD) for C13H50F3HfN2O21S2 as an isolated structure.

Each line ends with the Löwdin charge.
Geometry (Å):
Hf: -3.41436 0.61416 -0.12082  2.205
S: -0.40839 0.87121 0.29508  0.421
O: -1.44081 1.45013 -0.63066  -0.419
O: -1.45182 0.17389 1.10438  -0.380
O: 0.47072 -0.03122 -0.41932  -0.294
O: 0.32861 1.90975 0.95863  -0.291
C: -2.86615 -0.04042 4.40092  -0.663
F: -1.60697 -0.32017 4.11349  0.149
F: -3.11447 -0.34442 5.65457  0.194
F: -3.06022 1.27453 4.23113  0.132
S: -3.99901 -0.99128 3.25858  0.572
O: -3.47388 -2.33303 3.20824  -0.261
O: -5.32874 -0.92608 3.80387  -0.246
O: -3.83808 -0.28661 1.93191  -0.478
C: -5.55610 1.82060 -5.01607  -0.092
O: -4.39423 2.15986 -4.27209  -0.212
C: -3.35419 2.68732 -5.05470  -0.227
C: -2.42228 3.47719 -4.14817  -0.168
N: -1.58873 2.65167 -3.25569  -0.087
C: -0.45574 1.95067 -3.90749  -0.173
C: 0.56560 2.89792 -4.56462  -0.192
O: 0.80787 4.03676 -3.77126  -0.183
C: 1.44632 3.81650 -2.53041  -0.097
H: -5.34349 0.98408 -5.68392  0.094
H: -6.05378 2.65082 -5.52025  0.096
H: -6.29850 1.47186 -4.29553  0.083
H: -3.73039 3.42547 -5.77495  0.131
H: -2.84653 1.95188 -5.69113  0.130
H: -3.03702 4.18058 -3.58426  0.122
H: -1.77430 4.11454 -4.75843  0.122
H: -1.10672 3.29834 -2.63585  0.093
H: -0.85991 1.19046 -4.57721  0.123
H: 0.15780 1.46566 -3.14498  0.093
H: 0.23107 3.26561 -5.53381  0.123
H: 1.50477 2.35235 -4.69592  0.133
H: 1.40087 4.70219 -1.89856  0.097
H: 2.49003 3.53326 -2.67779  0.101
H: 0.95290 3.00949 -1.97765  0.057
C: -0.15541 -3.08119 2.42696  -0.070
O: 1.23454 -3.33155 2.26109  -0.222
C: 1.57336 -4.50520 1.55486  -0.233
C: 2.28593 -5.51100 2.45778  -0.181
N: 3.52533 -4.95858 3.01340  -0.067
C: 4.61562 -4.59304 2.11457  -0.210
C: 5.88490 -4.28750 2.91020  -0.227
O: 5.62557 -3.10668 3.64405  -0.184
C: 6.70928 -2.71794 4.44110  -0.127
H: -0.54973 -3.76993 3.17716  0.102
H: -0.64875 -3.20632 1.46022  0.080
H: -0.29974 -2.08228 2.82811  0.072
H: 2.14334 -4.32370 0.64055  0.119
H: 0.67264 -5.05567 1.24563  0.115
H: 2.50326 -6.40674 1.87770  0.121
H: 1.69926 -5.63464 3.36812  0.122
H: 3.35719 -4.11349 3.54699  0.105
H: 4.36524 -3.69229 1.53938  0.114
H: 4.80905 -5.40496 1.40891  0.121
H: 6.69941 -4.16928 2.18765  0.122
H: 6.12746 -5.10497 3.59526  0.124
H: 7.64183 -2.48165 3.92032  0.089
H: 6.88619 -3.39792 5.28062  0.089
H: 6.43703 -1.77159 4.91644  0.087
O: -2.54028 -1.68908 -0.54838  -0.110
H: -2.90618 -2.54323 -0.27596  0.104
H: -1.69943 -1.91152 -1.04166  0.031
O: 2.45165 -1.03895 1.05834  -0.056
H: 2.04696 -1.85607 1.40216  0.002
H: 1.76127 -0.62362 0.51007  -0.033
O: -2.78994 0.17260 -2.38686  -0.118
H: -2.27338 0.92478 -2.79378  0.044
H: -2.72989 -0.56426 -3.01162  0.110
O: -2.95668 2.21226 1.66681  -0.100
H: -2.04173 2.04836 1.95289  0.057
H: -3.19291 3.06400 2.06282  0.120
O: -3.62294 2.87175 -0.84850  -0.077
H: -4.32699 3.53674 -0.80698  0.122
H: -2.81623 3.35964 -1.08735  0.090
O: 1.07589 1.45280 3.55580  -0.044
H: 0.65694 0.60205 3.71910  0.018
H: 0.85230 1.67224 2.63585  -0.024
O: -0.29221 -2.01654 -1.94065  -0.033
H: 0.06312 -1.40209 -1.26674  0.008
H: 0.27878 -2.79453 -1.89669  0.088
O: -0.48607 4.42359 1.69628  -0.056
H: 0.28779 4.45699 2.27143  0.055
H: -0.36946 3.61802 1.17141  -0.020
O: 2.79473 2.72192 0.25821  -0.044
H: 2.72601 3.68229 0.25153  0.039
H: 1.97470 2.41164 0.68830  -0.010
O: 2.47493 0.55971 -2.27032  -0.054
H: 3.20533 0.79419 -1.68389  0.050
H: 1.71934 0.44687 -1.67799  -0.025

Summary:
total charge: +1
HOMO: -9.79 eV
LUMO energy: -6.5 eV
E: -91392.6663 eV
maximum force: 0.1548 hartree/bohr


Density functional theory data (ωB97M-V/def2-TZVPD) for one molecule with the formula C4H6O2.

Each line ends with the Löwdin charge.
Geometry (Å):
O: 2.35679 1.00492 0.20587  0.129
C: 1.24156 0.65741 -0.06097  -0.486
C: 0.73195 -0.71217 -0.49012  -0.072
C: -0.56356 -0.71304 0.33941  -0.155
C: -1.04006 0.71930 0.12618  -0.174
O: 0.16796 1.48925 0.07409  0.011
H: 0.52213 -0.69059 -1.56906  0.130
H: 1.49610 -1.47660 -0.31832  0.125
H: -1.36496 -1.42810 0.13699  0.117
H: -0.29838 -0.79461 1.40070  0.123
H: -1.63692 1.04618 0.97930  0.124
H: -1.62425 0.87032 -0.79179  0.128

Summary:
structure (SMILES): O=C1CCCO1
HOMO: -10.33 eV
energy relative to the best compared isomer or geometry (same formula, charge and spin): 4.31 kcal/mol
LUMO energy: 0.9 eV
E: -8340.2743 eV
maximum force: 0.0119 hartree/bohr


Density functional theory data (ωB97M-V/def2-TZVPD) for C21H28N6NiO4 as an isolated structure.

Each line ends with the Löwdin charge.
Geometry (Å):
Ni: 0.20815 0.34608 -0.34979  0.779
O: -2.43066 0.40592 6.02201  -0.041
C: -3.12148 1.09794 5.01859  -0.202
C: -2.38469 0.97133 3.72067  -0.141
C: -2.86208 1.52243 2.53434  0.031
C: -2.13274 1.34520 1.37216  -0.073
N: -1.00728 0.63865 1.32109  0.054
C: -0.52489 0.10219 2.45795  -0.167
C: -1.18067 0.28029 3.66952  0.077
C: 0.69524 -0.70990 2.33525  -0.162
C: 1.14230 -1.51461 3.37716  0.077
C: 2.24657 -2.33957 3.21052  -0.141
C: 2.63411 -3.28705 4.31559  -0.202
O: 2.15088 -2.89133 5.56524  -0.030
C: 2.90756 -2.28024 1.98716  0.020
C: 2.40980 -1.44538 1.00433  -0.109
N: 1.31993 -0.69063 1.13877  0.049
H: -2.89035 0.50575 6.86338  0.113
H: -3.21207 2.16815 5.25832  0.145
H: -4.13939 0.69859 4.88753  0.146
H: -3.78196 2.08217 2.52174  0.131
H: -2.48730 1.77843 0.44684  0.116
H: -0.78424 -0.10451 4.59288  0.118
H: 0.63243 -1.54770 4.32711  0.125
H: 3.71808 -3.44948 4.31761  0.140
H: 2.14979 -4.25120 4.10451  0.150
H: 2.75516 -2.25608 5.96638  0.113
H: 3.78594 -2.87637 1.79362  0.128
H: 2.94066 -1.38630 0.06561  0.102
N: 1.37354 -1.78448 -4.65485  0.069
C: 2.08684 -0.49168 -4.48845  -0.084
C: 1.39789 0.29907 -3.37509  -0.157
N: 1.37004 -0.43397 -2.10938  -0.083
C: 0.73656 -1.74533 -2.29726  -0.176
C: 1.42796 -2.56329 -3.39106  -0.086
H: 1.77617 -2.31986 -5.43375  0.199
H: 0.38039 -1.59600 -4.86267  0.194
H: 2.05860 0.07333 -5.42053  0.148
H: 3.13261 -0.69579 -4.24589  0.145
H: 0.37140 0.50529 -3.68168  0.115
H: 1.90101 1.25607 -3.23404  0.146
H: 2.33205 -0.53842 -1.77730  0.117
H: -0.31644 -1.57191 -2.57494  0.100
H: 0.75553 -2.30444 -1.35832  0.126
H: 0.92120 -3.52000 -3.52077  0.149
H: 2.47715 -2.75249 -3.14841  0.143
C: -0.96342 4.52797 -2.01706  0.009
N: -1.47298 3.19125 -2.22531  -0.047
C: -2.53715 2.89297 -3.02438  -0.024
C: -2.84701 1.61901 -3.33623  0.036
C: -2.01956 0.52735 -2.84592  -0.500
O: -1.99385 -0.60605 -3.30873  0.014
N: -1.15409 0.89357 -1.84239  0.099
C: -0.83082 2.16768 -1.60220  -0.553
O: 0.13419 2.35782 -0.81520  -0.021
H: -1.49659 5.23904 -2.64144  0.103
H: 0.09922 4.54461 -2.26613  0.104
H: -1.07263 4.80241 -0.96774  0.106
H: -3.11041 3.72982 -3.39494  0.141
H: -3.67418 1.38371 -3.98401  0.121

Summary:
total charge: +2
HOMO (alpha / beta): -13.94 / -13.94 eV
energy relative to the best compared isomer or geometry (same formula, charge and spin): 16.33 kcal/mol
LUMO energy (alpha / beta): -5.6 / -5.9 eV
E: -80393.6835 eV
expectation value of S²: 2.004
maximum force: 0.0191 hartree/bohr
multiplicity: 3